Record 1
ORCA calculation (wB97M-V/def2-TZVPD) on C6H7NOS in the gas phase at a distorted geometry.

Highest occupied orbital energy in eV: -8.12
SMILES string: C=C1C(=O)C=NS1(=C)=C
Relative energy (zero: lowest compared OMol25 entry of this formula, charge and spin) in eV: 6.638
Electronic energy in Eh: -760.7361
Gap between HOMO and LUMO in Ha: 0.2599

ORCA input file:
```
! RIJCOSX wB97M-V def2-TZVPD def2/J DEFGRID3
* xyz 0 1
S -0.0988 -0.5847 -0.6976
H 0.4991 3.0787 -0.8874
H -0.5069 -1.1301 2.5139
C -0.3382 -0.1781 2.1795
C 0.3614 1.7027 0.7956
C 1.1607 -1.6600 -0.6633
C 0.1807 2.0953 -0.7246
H 2.1874 -1.2936 -0.5627
O 0.5567 2.4850 1.6931
H -1.3258 -2.1095 -1.8872
C -0.0288 0.2820 0.9651
H -2.4544 -0.8355 -1.4300
H -0.0039 0.5289 2.9695
C -1.5317 -1.3687 -1.1071
N 0.0943 1.2123 -1.6014
H 1.2483 -2.2248 -1.5554
*
```

Record 2
ORCA calculation (wB97M-V/def2-TZVPD) on 8 unconnected molecules or ions with the total composition C12H40O8 at a distorted geometry.

Highest occupied orbital energy (spin up / spin down) in eV: -12.18 / -12.18
Relative energy (zero: lowest compared OMol25 entry of this formula, charge and spin) in eV: 2.870
Electronic energy in Eh: -1082.6357
Gap between HOMO and LUMO (spin up / spin down) in Ha: 0.3505 / 0.1049

ORCA input file:
```
! RIJCOSX wB97M-V def2-TZVPD def2/J DEFGRID3
* xyz 1 2
C -15.9377 -0.2642 -19.0642
H -17.7437 2.1169 -17.1021
O -17.0160 2.1735 -15.2178
H -19.8099 1.0344 -16.3229
H -13.1880 4.6700 -14.7216
H -20.6628 -2.6248 -13.8572
H -20.5002 -1.0316 -16.5941
O -14.2464 4.2714 -16.2818
O -16.0992 -1.2816 -18.1444
C -15.5270 -4.4508 -13.6917
H -13.9169 1.8912 -15.8902
C -19.2192 1.5809 -15.5878
H -21.1491 -2.6864 -16.2150
H -16.3778 1.5104 -14.9448
H -11.1097 -1.5256 -15.7423
H -19.9694 -2.3812 -17.4780
C -15.4267 -5.0200 -15.1465
H -16.9781 0.5744 -20.7570
H -18.2175 0.0658 -19.5083
H -17.4082 0.5575 -16.3054
H -12.9325 -1.9678 -17.3805
H -19.5033 2.6329 -15.6131
O -14.9972 -0.8397 -15.6440
H -18.2796 -2.0106 -15.3745
C -13.2679 2.4874 -15.2487
C -13.8320 3.8564 -15.0554
H -17.5612 -1.0106 -20.4432
H -13.5092 0.4447 -12.6014
H -12.4670 -1.8328 -14.7941
C -11.8468 -2.3065 -15.5552
H -13.3952 -3.4766 -16.5074
H -11.1611 -3.1056 -18.1876
H -14.4446 -5.4614 -15.3162
H -15.3932 -1.6851 -15.4328
H -16.5825 -4.2220 -13.5443
H -15.3173 -5.2254 -12.9540
H -15.7258 -4.2533 -15.8611
C -17.2309 -0.1017 -19.9402
C -12.5786 -2.8112 -16.7875
C -19.2813 -2.4246 -15.2591
O -11.4517 -3.5371 -17.3807
O -14.1165 -0.0206 -13.1767
H -15.7528 0.6958 -18.5822
H -11.3772 -3.0387 -14.8985
C -17.8198 1.5576 -16.1696
H -14.4566 -0.7355 -12.6388
O -14.9028 -3.1765 -13.6589
H -16.0949 -5.8714 -15.2764
H -13.8832 5.1488 -16.4222
O -19.9166 -2.0510 -14.0455
H -12.2774 2.5420 -15.7003
H -19.1211 -3.5023 -15.2906
H -12.9814 1.9421 -14.3495
C -20.2732 -2.0907 -16.4723
H -15.5507 -1.0408 -17.3942
H -14.6428 3.9186 -14.3296
H -14.0205 -3.3249 -14.0070
H -19.2359 1.1857 -14.5721
H -14.5232 -0.5917 -14.8502
H -15.0200 -0.5549 -19.5753
*
```